The following is a quantum chemistry calculation of C19H10Cl2N3O4Ru as an isolated structure, from the OMol25 dataset.

Positions of all 39 atoms, in Å:
1 Ru 0.1474 -3.1764 -1.1112
2 Cl 1.1349 4.1886 -1.2629
3 C 0.9058 2.4575 -1.4354
4 C 2.2132 1.7988 -1.5125
5 C 2.4917 0.4545 -1.8086
6 Cl 4.0540 -0.0056 -2.0781
7 C 1.4437 -0.6034 -1.7556
8 O 1.7523 -1.7313 -1.3028
9 C 0.0783 -0.2874 -2.0302
10 C -2.0204 -1.5660 -1.4919
11 O -1.9369 -2.7223 -1.8366
12 C -1.1777 1.8140 -1.9122
13 H 3.0891 2.4399 -1.4231
14 H -2.9699 -1.0320 -1.3891
15 H -2.1969 2.1428 -2.0595
16 O 0.9649 3.0997 1.4772
17 N 0.2147 2.5427 2.2627
18 O -0.1718 2.9524 3.3201
19 C -0.1954 1.1812 1.8558
20 C -0.3109 0.2636 2.8591
21 C -0.4240 -1.1134 2.5543
22 C -0.4172 -2.1445 3.5291
23 C -0.3765 -3.4482 3.1151
24 C -0.2726 -3.7279 1.7446
25 N -0.2986 -2.7839 0.8133
26 C -0.4499 -1.4733 1.2020
27 C -0.5675 -0.4651 0.2166
28 N -0.7689 -0.9482 -1.1264
29 C -0.4892 0.8163 -2.8090
30 C 0.0470 2.2069 -2.7191
31 C -0.4040 1.9603 -0.5959
32 C -0.3723 0.8766 0.4781
33 H -0.2362 0.6011 3.8865
34 H -0.4302 -1.8896 4.5822
35 H -0.3689 -4.2715 3.8158
36 H -0.1410 -4.7506 1.4086
37 H -0.9672 0.5862 -3.7585
38 H 0.1310 2.8644 -3.5736
39 H -0.7036 2.8934 -0.1287

Its total charge is +3. The calculation puts the max |F| at 0.243 eV/A. The value obtained for the molar mass is 516.28 g mol⁻¹. For the frontier orbital gap (alpha / beta), the calculation gives 7.110 / 4.883 eV. For the HOMO energy (alpha / beta), the calculation gives -19.02 / -19.26 eV. Its spin multiplicity is 5.

Let us look at the Löwdin charges, expressed in e, one per atom: atom 1 (Ru): 1.38, atom 2 (Cl): 0.89, atom 3 (C): -0.64, atom 4 (C): 0.08, atom 5 (C): -0.48, atom 6 (Cl): 1.09, atom 7 (C): -0.29, atom 8 (O): -0.02, atom 9 (C): -0.05, atom 10 (C): -0.11, atom 11 (O): 0.08, atom 12 (C): -0.05, atom 13 (H): 0.14, atom 14 (H): 0.19, atom 15 (H): 0.17, atom 16 (O): 0.07, atom 17 (N): -0.32, atom 18 (O): 0.19, atom 19 (C): -0.04, atom 20 (C): 0.13, atom 21 (C): -0.09, atom 22 (C): 0.09, atom 23 (C): 0.04, atom 24 (C): -0.02, atom 25 (N): -0.04, atom 26 (C): -0.12, atom 27 (C): -0.08, atom 28 (N): -0.06, atom 29 (C): -0.09, atom 30 (C): -0.08, atom 31 (C): -0.10, atom 32 (C): 0.02, atom 33 (H): 0.16, atom 34 (H): 0.16, atom 35 (H): 0.15, atom 36 (H): 0.14, atom 37 (H): 0.19, atom 38 (H): 0.17, atom 39 (H): 0.14



The following is a quantum chemistry calculation of one molecule with the formula C5H11N in a non-equilibrium geometry, from the OMol25 dataset.

Positions of all 17 atoms, in Å:
1 C 0.2748 0.5498 1.9891
2 N 1.0836 0.3620 1.0414
3 C 0.1936 0.0823 -0.1438
4 C 1.2375 -0.1430 -1.1989
5 C -0.9093 1.0787 -0.5371
6 C -0.4953 -1.3014 0.0837
7 H -0.6200 1.1699 1.8797
8 H 0.3265 -0.1336 2.8224
9 H 1.8498 -0.9740 -0.8347
10 H 0.7895 -0.3966 -2.1579
11 H 1.8640 0.7481 -1.2458
12 H -1.8418 0.9508 0.0298
13 H -1.1580 0.8792 -1.5843
14 H -0.5928 2.1212 -0.4477
15 H -1.4188 -1.2870 0.6850
16 H -0.7682 -1.6687 -0.9107
17 H 0.1847 -2.0379 0.5299

Its SMILES is C=NC(C)(C)C. The calculation puts the max |F| at 2.124 eV/A. The value obtained for the molar mass is 85.15 g mol⁻¹. As for the energy relative to the best compared isomer or geometry (same formula, charge and spin): 54.3 kcal/mol. For the frontier orbital gap, the calculation gives 9.677 eV. For the HOMO energy, the calculation gives -8.83 eV.

Let us look at the Löwdin charges, expressed in e, one per atom: atom 1 (C): -0.07, atom 2 (N): 0.04, atom 3 (C): -0.65, atom 4 (C): -0.09, atom 5 (C): -0.06, atom 6 (C): -0.06, atom 7 (H): 0.07, atom 8 (H): 0.08, atom 9 (H): 0.08, atom 10 (H): 0.08, atom 11 (H): 0.09, atom 12 (H): 0.07, atom 13 (H): 0.08, atom 14 (H): 0.09, atom 15 (H): 0.08, atom 16 (H): 0.08, atom 17 (H): 0.09



The following is a quantum chemistry calculation of C9H13O as an isolated structure in a non-equilibrium geometry, from the OMol25 dataset.

Positions of all 23 atoms, in Å:
1 C 0.4536 -1.6516 0.0025
2 C -0.9247 -1.5783 0.0178
3 C 0.9464 -0.3177 0.0098
4 C -1.2178 -0.2151 0.0307
5 C 2.2098 0.2306 0.0093
6 C 2.3854 1.6882 0.0881
7 C 3.4164 -0.6070 -0.0859
8 C -4.0088 -0.0069 -0.0962
9 C -2.8031 0.8582 0.0821
10 O -0.1465 0.5181 0.0301
11 H 1.0473 -2.5436 -0.0095
12 H -1.6338 -2.3778 0.0235
13 H 1.4661 2.2354 -0.1013
14 H 2.7275 1.9435 1.0954
15 H 3.1733 2.0188 -0.5877
16 H 3.2679 -1.6135 0.2941
17 H 3.6892 -0.6920 -1.1413
18 H 4.2570 -0.1350 0.4150
19 H -4.0486 -0.4372 -1.0919
20 H -4.8914 0.6204 0.0388
21 H -4.0506 -0.8007 0.6438
22 H -2.7051 1.3132 1.0594
23 H -2.6094 1.5500 -0.7266

Its total charge is +1. The calculation puts the max |F| at 4.629 eV/A. The value obtained for the molar mass is 137.20 g mol⁻¹. As for the energy relative to the best compared isomer or geometry (same formula, charge and spin): 7.4 kcal/mol. For the frontier orbital gap, the calculation gives 8.664 eV. For the HOMO energy, the calculation gives -14.03 eV.

Let us look at the Löwdin charges, expressed in e, one per atom: atom 1 (C): 0.09, atom 2 (C): 0.03, atom 3 (C): -0.20, atom 4 (C): -0.06, atom 5 (C): -0.16, atom 6 (C): 0.01, atom 7 (C): 0.00, atom 8 (C): -0.12, atom 9 (C): -0.04, atom 10 (O): 0.09, atom 11 (H): 0.14, atom 12 (H): 0.12, atom 13 (H): 0.10, atom 14 (H): 0.12, atom 15 (H): 0.11, atom 16 (H): 0.09, atom 17 (H): 0.12, atom 18 (H): 0.11, atom 19 (H): 0.08, atom 20 (H): 0.09, atom 21 (H): 0.08, atom 22 (H): 0.10, atom 23 (H): 0.10



The following is a quantum chemistry calculation of a 2-piece molecular cluster, C5H13NO overall in a non-equilibrium geometry, from the OMol25 dataset.

Positions of all 20 atoms, in Å:
1 C -2.3287 -0.4154 0.5175
2 C -0.9414 0.0826 0.8056
3 C -0.0408 0.3152 -0.1681
4 C -0.3346 -0.1647 -1.6069
5 N 1.2367 0.7859 0.0898
6 C 1.9524 1.7341 -0.7600
7 H -2.8205 0.2830 -0.1604
8 H -2.3692 -1.4296 0.1249
9 H -2.8699 -0.4035 1.4645
10 H -0.7124 0.5711 1.7462
11 H -1.0339 0.4265 -2.1948
12 H -0.7292 -1.1638 -1.4571
13 H 0.6065 -0.0929 -2.1471
14 H 1.6059 0.4825 0.9689
15 H 1.3077 2.5967 -0.9396
16 H 2.8406 2.0668 -0.2380
17 H 2.1502 1.2314 -1.7059
18 O 1.1411 -2.4750 2.0935
19 H 0.8101 -2.6510 1.2260
20 H 0.5295 -1.7800 2.3411

Its SMILES is C/C=C(\C)NC.O. The calculation puts the max |F| at 1.483 eV/A. The value obtained for the molar mass is 103.16 g mol⁻¹. As for the energy relative to the best compared isomer or geometry (same formula, charge and spin): 38.7 kcal/mol. For the frontier orbital gap, the calculation gives 8.607 eV. For the HOMO energy, the calculation gives -7.75 eV.

Let us look at the Löwdin charges, expressed in e, one per atom: atom 1 (C): -0.12, atom 2 (C): -0.17, atom 3 (C): -0.36, atom 4 (C): -0.02, atom 5 (N): -0.07, atom 6 (C): -0.08, atom 7 (H): 0.08, atom 8 (H): 0.07, atom 9 (H): 0.07, atom 10 (H): 0.10, atom 11 (H): 0.08, atom 12 (H): 0.07, atom 13 (H): 0.06, atom 14 (H): 0.11, atom 15 (H): 0.08, atom 16 (H): 0.08, atom 17 (H): 0.06, atom 18 (O): -0.05, atom 19 (H): 0.01, atom 20 (H): 0.01



The following is a quantum chemistry calculation of a 4-piece molecular cluster, C3H9N2 overall in a non-equilibrium geometry, from the OMol25 dataset.

Positions of all 14 atoms, in Å:
1 C 2.2854 2.1514 0.4501
2 C 1.0458 1.5106 0.2593
3 N 0.4822 0.4786 0.7924
4 C -1.0075 -2.5185 -0.0233
5 N -1.4671 -3.3311 -0.7342
6 H 0.8937 3.2174 0.6516
7 H 2.4222 3.0129 -0.2038
8 H 2.8835 1.9289 1.3201
9 H -3.5156 -1.8623 -2.1823
10 H 0.3646 1.9645 -0.4754
11 H 0.9564 -0.0652 1.5070
12 H -1.4239 -2.1210 0.9258
13 H -3.7493 -2.3994 -1.7365
14 H -0.1703 -1.9667 -0.5507

Its total charge is +1. The calculation puts the max |F| at 4.332 eV/A. The value obtained for the molar mass is 73.12 g mol⁻¹. As for the energy relative to the best compared isomer or geometry (same formula, charge and spin): 250.7 kcal/mol. For the frontier orbital gap, the calculation gives 3.826 eV. For the HOMO energy, the calculation gives -12.90 eV.

Let us look at the Löwdin charges, expressed in e, one per atom: atom 1 (C): 0.09, atom 2 (C): -0.49, atom 3 (N): 0.02, atom 4 (C): 0.02, atom 5 (N): 0.38, atom 6 (H): 0.30, atom 7 (H): 0.06, atom 8 (H): 0.08, atom 9 (H): 0.02, atom 10 (H): 0.10, atom 11 (H): 0.04, atom 12 (H): 0.18, atom 13 (H): 0.01, atom 14 (H): 0.19



The following is a quantum chemistry calculation of an isolated ion of composition C6H10N and charge +1 in a non-equilibrium geometry, from the OMol25 dataset.

Positions of all 17 atoms, in Å:
1 C 2.5809 -0.6378 -0.6915
2 C 1.6318 0.2780 -0.2797
3 C 1.1019 1.4667 -0.1393
4 N 0.2479 0.3297 0.0823
5 C -0.9857 0.0555 0.2278
6 C -2.0050 1.1221 0.4394
7 C -1.3193 -1.3763 0.3325
8 H 2.2319 -1.5989 -0.8473
9 H 3.1456 -0.7263 0.2399
10 H 3.0937 -0.3464 -1.6197
11 H 1.0383 2.4736 -0.3103
12 H -1.9871 1.5030 1.4084
13 H -3.0145 0.7499 0.1454
14 H -1.5250 2.0284 -0.0208
15 H -2.2692 -1.5275 0.8277
16 H -0.5973 -1.9278 0.9120
17 H -1.3689 -1.8657 -0.7068

Its total charge is +1. Its SMILES is CC1=C[N+]1=C(C)C. The calculation puts the max |F| at 3.913 eV/A. The value obtained for the molar mass is 96.15 g mol⁻¹. As for the energy relative to the best compared isomer or geometry (same formula, charge and spin): 59.4 kcal/mol. For the frontier orbital gap, the calculation gives 10.349 eV. For the HOMO energy, the calculation gives -13.89 eV.

Let us look at the Löwdin charges, expressed in e, one per atom: atom 1 (C): 0.02, atom 2 (C): -0.13, atom 3 (C): 0.21, atom 4 (N): 0.08, atom 5 (C): -0.29, atom 6 (C): 0.03, atom 7 (C): 0.00, atom 8 (H): 0.08, atom 9 (H): 0.13, atom 10 (H): 0.14, atom 11 (H): 0.12, atom 12 (H): 0.08, atom 13 (H): 0.12, atom 14 (H): 0.11, atom 15 (H): 0.09, atom 16 (H): 0.09, atom 17 (H): 0.13